Record 1
Below is one molecule with the formula C5H8N2, with properties calculated with wB97M-V/def2-TZVPD.

Each line ends with the Mulliken charge.
Positions of all 15 atoms, in Å:
C 2.475 0.062 -0.406  -1.06
C 0.984 -0.033 -0.286  1.05
C 0.124 -0.510 -1.277  -0.95
N -1.164 -0.483 -0.882  -0.72
C -1.104 0.008 0.362  0.28
N -2.487 0.131 0.859  -0.17
C 0.170 0.322 0.819  -1.13
H 2.858 1.014 -0.019  0.29
H 2.990 -0.745 0.130  0.22
H 2.766 -0.006 -1.461  0.31
H 0.377 -0.871 -2.268  0.40
H -2.905 -0.249 -0.012  0.42
H -2.749 -0.456 1.656  0.35
H -2.829 1.083 1.015  0.34
H 0.492 0.731 1.771  0.36

Computed properties:
* energy above the lowest of the compared OMol25 structures with the same formula, charge and spin: 42.2 kcal per mole
* lowest unoccupied orbital energy: 0.13 eV
* frontier orbital gap: 7.3 eV


Record 2
Below is one molecule with the formula C5H8N2 at a distorted geometry, with properties calculated with wB97M-V/def2-TZVPD.

Each line ends with the Mulliken charge.
Positions of all 15 atoms, in Å:
C 1.758 0.339 -0.756  -1.45
C 0.265 0.158 -0.678  0.24
C -0.403 -0.999 -0.006  0.17
C 0.365 -2.032 0.664  -0.20
N 0.990 -2.840 1.206  -0.43
N -0.363 0.313 0.611  -0.34
C -1.607 1.063 0.736  -0.87
H 2.209 0.061 0.200  0.38
H 2.200 -0.270 -1.552  0.31
H 1.987 1.393 -0.947  0.35
H -0.295 0.520 -1.544  0.45
H -1.341 -1.354 -0.435  0.49
H -1.847 1.615 -0.183  0.32
H -1.497 1.779 1.554  0.27
H -2.441 0.400 0.986  0.32

Computed properties:
* energy above the lowest of the compared OMol25 structures with the same formula, charge and spin: 38.6 kcal per mole
* lowest unoccupied orbital energy: 0.91 eV
* structure (SMILES): C[C@H]1[C@@H](C#N)N1C
* frontier orbital gap: 10.8 eV


Record 3
Below is C5H8N2 as an isolated structure at a distorted geometry, with properties calculated with wB97M-V/def2-TZVPD.

Each line ends with the Mulliken charge.
Positions of all 15 atoms, in Å:
C 1.271 -0.447 -0.765  -1.45
C 0.595 0.306 0.386  0.27
C -0.290 1.495 -0.040  -0.68
N -1.519 0.656 -0.040  -0.54
C -0.764 -0.296 0.817  0.17
C -0.998 -1.716 0.592  -0.01
N -1.144 -2.840 0.367  -0.45
H 0.610 -0.566 -1.634  0.33
H 2.185 0.050 -1.114  0.38
H 1.554 -1.457 -0.445  0.38
H 1.312 0.516 1.185  0.36
H 0.080 1.916 -0.964  0.34
H -0.427 2.258 0.736  0.27
H -1.710 0.249 -0.953  0.35
H -0.967 -0.050 1.863  0.27

Computed properties:
* energy above the lowest of the compared OMol25 structures with the same formula, charge and spin: 34.9 kcal per mole
* lowest unoccupied orbital energy: 0.89 eV
* frontier orbital gap: 10.6 eV


no.,M (g/mol)
1,96.133
2,96.133
3,96.133